(1)
A cluster of 2 separate species, C2H7NO3 in total, computed with the ωB97M-V functional and the def2-TZVPD basis.

For the total energy, the calculation gives -9819.7028 eV. As for the orbital gap: 10.54 eV. The energy relative to the best compared isomer or geometry (same formula, charge and spin) comes out at 1.258 eV.

```
! RIJCOSX wB97M-V def2-TZVPD def2/J DEFGRID3
* xyz 0 1
N 0.21445 0.55800 1.88446
C -1.07987 0.20311 1.40005
O -1.20193 0.42990 -0.03961
H 0.89289 -0.13869 1.60996
H 0.50739 1.44607 1.49740
H -1.21264 -0.87536 1.50713
H -1.86340 0.75391 1.92365
H -2.01590 0.89134 -0.25654
O 0.70029 -2.12008 -1.58834
C 0.87895 -0.97516 -1.86237
O 2.10907 -0.43731 -2.04447
H 0.07582 -0.25671 -2.02465
H 1.99488 0.52098 -2.00667
*
```


(2)
A cluster of 2 separate species, C2H7NO3 in total at a distorted geometry, computed with the ωB97M-V functional and the def2-TZVPD basis.

For the total energy, the calculation gives -9819.6662 eV. As for the orbital gap: 10.91 eV. The energy relative to the best compared isomer or geometry (same formula, charge and spin) comes out at 1.295 eV.

```
! RIJCOSX wB97M-V def2-TZVPD def2/J DEFGRID3
* xyz 0 1
N 1.87114 1.09029 -0.23842
C 2.01267 -0.32335 -0.17464
O 0.93564 -0.94243 0.55691
H 2.34706 1.58406 0.49869
H 1.99420 1.51042 -1.14295
H 1.95669 -0.75675 -1.16805
H 2.93838 -0.65433 0.30260
H 0.69674 -0.36700 1.29431
O -1.93146 0.86391 0.72662
C -2.01249 0.24784 -0.29820
O -1.52070 -0.98735 -0.48680
H -2.58328 0.66754 -1.15256
H -0.53551 -0.95631 -0.40835
*
```


(3)
A cluster of 2 separate species, C2H7NO3 in total at a distorted geometry, computed with the ωB97M-V functional and the def2-TZVPD basis.

For the total energy, the calculation gives -9820.4414 eV. As for the orbital gap: 11.10 eV. The energy relative to the best compared isomer or geometry (same formula, charge and spin) comes out at 0.519 eV.

```
! RIJCOSX wB97M-V def2-TZVPD def2/J DEFGRID3
* xyz 0 1
C 0.97250 1.74437 -0.80972
N 0.42580 0.94675 0.36568
C 0.48014 -0.42694 0.14715
O 0.44312 -0.75856 -1.17722
O 0.35393 -1.30267 0.96901
H 2.00052 1.35720 -0.81509
H 0.92766 2.80088 -0.49632
H 0.41160 1.57316 -1.72731
H 0.95774 1.11183 1.21143
H 0.39666 -1.72093 -1.13903
H -2.90644 -1.16719 0.90130
H -1.79294 -2.08147 1.48351
O -2.67030 -2.07642 1.08661
*
```


(4)
A cluster of 2 separate species, C2H7NO3 in total at a distorted geometry, computed with the ωB97M-V functional and the def2-TZVPD basis.

For the total energy, the calculation gives -9820.0020 eV. As for the orbital gap: 10.24 eV. The energy relative to the best compared isomer or geometry (same formula, charge and spin) comes out at 0.959 eV.

```
! RIJCOSX wB97M-V def2-TZVPD def2/J DEFGRID3
* xyz 0 1
O 0.69072 -1.35795 0.39199
O -0.49381 0.31176 -0.67068
C 0.34942 -0.19981 0.26918
N 0.90256 2.22647 0.62008
C 0.91642 0.86368 1.21086
H -0.46838 -0.46501 -1.29357
H -0.05356 2.19235 0.24950
H 1.51879 1.96717 -0.15819
H 1.96481 0.60349 1.45303
H 0.32872 0.79859 2.14672
O -1.71759 -2.10242 -1.70336
H -2.51829 -1.87293 -1.17947
H -1.41980 -2.96538 -1.33610
*
```